(1)
A structure of composition C22H21Cl2F10MnN5O4S, computed with ωB97M-V with the def2-TZVPD basis set.

Element x y z (Å)
Mn (-1.5036, -0.7586, 0.9518)
C (-1.0486, 2.7916, 1.6250)
N (-1.6274, 1.5614, 2.1149)
C (-3.0720, 1.5327, 1.9972)
C (-3.4674, 1.5877, 0.5214)
N (-2.6043, 0.6876, -0.2158)
C (-2.5379, 0.7804, -1.5441)
C (-1.5494, 0.0155, -2.2207)
F (-0.7548, -0.7734, -1.4613)
C (-1.3286, 0.0332, -3.5708)
F (-0.3462, -0.7118, -4.1079)
C (-2.1030, 0.8338, -4.3979)
F (-1.8922, 0.8697, -5.7349)
C (-3.0917, 1.5874, -3.8061)
F (-3.8795, 2.3596, -4.5805)
C (-3.3060, 1.5655, -2.4401)
F (-4.3503, 2.3140, -1.9968)
C (-1.0799, 1.1256, 3.3826)
C (0.3283, 0.5728, 3.1969)
N (0.3403, -0.4405, 2.1541)
C (1.4591, -1.1242, 1.9493)
C (1.4544, -2.1803, 0.9927)
F (0.2958, -2.4222, 0.3372)
C (2.5320, -2.9609, 0.6649)
F (2.4059, -3.9278, -0.2616)
C (3.7654, -2.7557, 1.2638)
F (4.8371, -3.5257, 0.9551)
C (3.8449, -1.7457, 2.1997)
F (5.0274, -1.5065, 2.8016)
C (2.7538, -0.9668, 2.5312)
F (3.0041, 0.0116, 3.4410)
H (-1.4393, 3.6695, 2.1739)
H (-1.2620, 2.9216, 0.5636)
H (0.0336, 2.7692, 1.7370)
H (-3.5580, 2.3602, 2.5471)
H (-3.4164, 0.5940, 2.4367)
H (-3.3726, 2.6214, 0.1677)
H (-4.5321, 1.3338, 0.4400)
H (-1.7164, 0.3334, 3.7690)
H (-1.0611, 1.9401, 4.1314)
H (0.6500, 0.1720, 4.1649)
H (1.0155, 1.3961, 2.9597)
C (2.4389, -0.8265, -2.1718)
N (3.2968, 0.3135, -1.9467)
C (4.6974, 0.2673, -2.3162)
C (5.1643, 1.6848, -1.9849)
N (4.1958, 2.0642, -0.9713)
C (3.0308, 1.3402, -1.1081)
S (1.6056, 1.6968, -0.3469)
H (2.2788, -0.9730, -3.2409)
H (1.4811, -0.6452, -1.6963)
H (2.8893, -1.7257, -1.7469)
H (4.8137, 0.0239, -3.3736)
H (5.2276, -0.4913, -1.7273)
H (5.1066, 2.3286, -2.8698)
H (6.1829, 1.7061, -1.5992)
H (4.0816, 3.0173, -0.6768)
O (-4.4409, -2.2734, -2.1396)
Cl (-3.9235, -3.0211, -1.0186)
O (-4.8993, -3.0584, 0.0421)
O (-3.5934, -4.3638, -1.4334)
O (-2.7133, -2.3669, -0.5389)
Cl (-2.2240, -2.1186, 4.2231)
C (-2.5687, -2.0465, 2.3874)
H (-3.6581, -2.0104, 2.3448)
H (-2.3169, -3.0634, 2.0768)

The value obtained for the LUMO energy (alpha / beta) is 3.79 / 3.79 eV. Its net charge is -2. The relative energy (zero: lowest compared OMol25 entry of this formula, charge and spin) comes out at 20.5 kcal per mole. The spin multiplicity is 6. The HOMO-LUMO gap (alpha / beta) is 5.27 / 5.75 eV.

---

(2)
An isolated molecule of C20H20FN3O3, computed with ωB97M-V with the def2-TZVPD basis set.

Element x y z (Å)
C (-6.8579, -0.7966, 0.5451)
C (-6.5761, 0.4903, 0.4890)
C (-5.5423, 1.1647, 1.3434)
C (-4.4039, 1.6243, 0.4716)
C (-4.3993, 2.8826, -0.1002)
C (-3.3678, 3.2913, -0.9359)
C (-2.3300, 2.4293, -1.2023)
C (-2.2989, 1.1465, -0.6435)
C (-3.3513, 0.7350, 0.2007)
O (-3.3863, -0.4751, 0.7714)
H (-2.5948, -0.9899, 0.5018)
C (-1.1890, 0.2801, -0.9515)
N (-1.0986, -0.9016, -0.4781)
N (-0.0444, -1.6755, -0.8047)
C (0.1271, -2.8979, -0.2291)
O (-0.6355, -3.3741, 0.5787)
C (1.3964, -3.5991, -0.7000)
C (2.6131, -3.1261, 0.1022)
C (3.1151, -1.7587, -0.3405)
O (2.6707, -1.1647, -1.3023)
N (4.1198, -1.2973, 0.4495)
C (4.8424, -0.1009, 0.3568)
C (4.6285, 0.8355, -0.6510)
C (5.3777, 1.9967, -0.6876)
C (6.3370, 2.2148, 0.2837)
C (6.5673, 1.2984, 1.2945)
C (5.8157, 0.1408, 1.3257)
H (5.9849, -0.5835, 2.1096)
H (7.3223, 1.4953, 2.0385)
F (7.0685, 3.3469, 0.2469)
H (5.2230, 2.7302, -1.4625)
H (3.8801, 0.6519, -1.4025)
H (4.3933, -1.8864, 1.2248)
H (3.4332, -3.8376, -0.0308)
H (2.3623, -3.0955, 1.1653)
H (1.5629, -3.4111, -1.7613)
H (1.2553, -4.6678, -0.5397)
H (0.6957, -1.2935, -1.4010)
H (-0.4150, 0.6832, -1.6155)
H (-1.5207, 2.7344, -1.8502)
H (-3.3823, 4.2788, -1.3712)
H (-5.2144, 3.5592, 0.1129)
H (-5.9883, 2.0266, 1.8457)
H (-5.1680, 0.4621, 2.0876)
H (-7.0757, 1.1355, -0.2230)
H (-7.5951, -1.2486, -0.0974)
H (-6.3564, -1.4527, 1.2365)

The value obtained for the LUMO energy is 0.34 eV. As for the SMILES: C=CCc1cccc(/C=N/NC(=O)CCC(=O)Nc2ccc(F)cc2)c1O. The relative energy (zero: lowest compared OMol25 entry of this formula, charge and spin) comes out at 26.9 kcal per mole. The HOMO-LUMO gap is 8.45 eV.

---

(3)
A structure of composition C58H40F15GeN7O9RbS3 at a distorted geometry, computed with ωB97M-V with the def2-TZVPD basis set.

Element x y z (Å)
Rb (-0.8843, 0.9439, -0.0759)
C (2.8294, -8.0720, 10.9545)
O (2.3467, -8.2028, 9.6994)
C (1.6100, -7.2366, 9.0702)
C (1.1323, -6.2150, 9.6903)
C (0.4452, -5.1785, 9.1881)
C (0.1346, -5.2189, 7.5134)
C (0.6411, -6.3056, 6.8689)
C (1.4536, -7.3370, 7.5739)
C (-0.4045, -4.0259, 6.8787)
N (-0.9534, -4.0264, 5.6885)
C (-1.3137, -2.7013, 5.4776)
C (-0.9742, -1.9054, 6.6568)
N (-0.4268, -2.7783, 7.4938)
C (-1.2624, -0.5125, 6.7269)
C (-0.9639, 0.4057, 7.7006)
C (-1.2653, 1.8355, 7.4229)
C (-1.8355, 2.2203, 6.2195)
N (-2.1792, 1.2527, 5.2847)
C (-1.7993, -0.0011, 5.5390)
C (-2.1937, -0.7469, 4.5171)
N (-2.6554, 0.0897, 3.5348)
C (-3.2036, -0.4182, 2.3773)
C (-3.1264, -1.7560, 2.2434)
C (-2.5325, -2.6760, 3.1414)
C (-2.0631, -2.1272, 4.3757)
H (3.7067, -8.7530, 11.1098)
H (2.0740, -8.1066, 11.7433)
H (3.2697, -7.0311, 11.1324)
H (0.8193, -5.6914, 10.9260)
H (-0.4209, -4.5778, 9.4507)
H (0.7083, -6.2416, 5.8375)
H (2.0004, -8.2774, 7.1880)
H (-0.0882, -2.5613, 8.3660)
H (-0.3601, 0.2408, 8.6759)
H (-1.1729, 2.6022, 8.2577)
H (-2.0616, 3.2372, 5.9300)
H (-3.6130, 0.2074, 1.5814)
H (-3.5837, -2.0929, 1.3303)
H (-2.4783, -3.7273, 3.0556)
O (0.4580, 0.6706, 2.6811)
H (1.0374, 0.2792, 2.0589)
H (0.5253, 0.1715, 3.5281)
O (-3.5952, 0.7417, -5.2042)
H (-4.2598, 1.3767, -4.8874)
H (-2.7313, 1.0514, -4.8420)
O (1.9265, -0.8244, 0.5207)
H (2.3674, -0.5203, -0.2573)
H (1.5814, -1.7138, 0.3943)
O (-1.1820, 1.4709, -3.4236)
H (-0.7186, 0.6059, -3.5834)
H (-0.3940, 2.0707, -3.4196)
O (-0.7479, 3.6692, 0.4374)
H (0.2250, 3.6233, 0.3042)
H (-1.0081, 3.3395, 1.3396)
S (-2.7785, 2.8968, 3.1491)
C (-2.5922, 1.3906, 3.9854)
N (-5.2599, -3.8964, -3.4619)
C (-6.1163, -4.6583, -4.2610)
C (-6.0143, -5.8175, -5.0443)
C (-7.1918, -6.2691, -5.6222)
C (-8.4695, -5.6978, -5.3798)
C (-8.5776, -4.6091, -4.5345)
C (-7.3502, -4.0984, -3.9778)
N (-7.2542, -3.0559, -3.0704)
C (-5.9659, -2.9391, -2.8196)
C (-5.1808, -1.8897, -2.0826)
C (-3.7868, -1.7634, -2.3356)
C (-3.1294, -0.7286, -1.7555)
N (-3.6615, 0.1335, -0.8567)
C (-4.9895, -0.0433, -0.5627)
C (-5.7324, -1.0420, -1.1877)
H (-4.2709, -3.9547, -3.4477)
H (-5.1865, -6.4724, -5.1373)
H (-7.1543, -7.1678, -6.1814)
H (-9.3776, -6.1881, -5.7788)
H (-9.5387, -4.1372, -4.3761)
H (-3.2710, -2.4372, -2.9610)
H (-2.0804, -0.6160, -2.0670)
H (-5.2533, 0.6693, 0.2360)
H (-6.7827, -1.1669, -0.9442)
C (5.3380, 0.7980, -6.0380)
C (4.1787, -0.0095, -5.4674)
C (2.9413, -0.1595, -6.0514)
C (1.8722, -0.7854, -5.4722)
C (2.0501, -1.2749, -4.1789)
C (3.2317, -1.0229, -3.5013)
C (4.2621, -0.4196, -4.1728)
S (0.6877, -2.1248, -3.4440)
O (0.4086, -3.1232, -4.4139)
O (1.1813, -2.6508, -2.1785)
O (-0.3904, -1.1115, -3.2766)
H (5.3165, 0.9692, -7.1219)
H (6.2825, 0.2269, -5.8112)
H (5.3960, 1.8124, -5.4893)
H (2.7649, 0.2029, -7.0615)
H (0.9320, -0.9462, -6.0165)
H (3.2619, -1.3895, -2.4591)
H (5.1632, -0.3172, -3.5623)
F (5.1438, 6.8771, -1.7283)
C (5.6325, 5.6907, -1.9590)
C (4.8836, 4.5364, -2.0496)
C (5.5867, 3.3674, -2.2517)
F (4.9281, 2.2353, -2.4467)
C (6.9787, 3.2794, -2.3281)
F (7.5966, 2.1083, -2.6331)
C (7.6823, 4.4196, -2.2176)
F (9.0079, 4.3386, -2.3592)
C (7.0651, 5.6157, -1.9564)
F (7.8244, 6.6948, -1.7865)
Ge (2.8767, 4.4572, -2.2382)
S (1.9630, 2.6666, -1.5664)
C (2.7131, 4.7782, -4.2165)
C (2.3908, 3.8299, -5.2262)
F (1.9668, 2.6255, -4.9348)
C (2.3462, 4.1632, -6.5595)
F (1.7673, 3.2977, -7.4122)
C (2.6935, 5.4193, -7.0200)
F (2.6254, 5.7723, -8.2608)
C (3.1157, 6.3242, -6.0654)
F (3.4110, 7.5996, -6.3539)
C (3.1234, 6.0028, -4.7480)
F (3.4180, 6.9777, -3.9032)
C (1.9983, 5.9538, -1.3262)
C (2.3843, 6.2784, -0.0310)
F (3.5006, 5.8515, 0.4998)
C (1.7256, 7.1947, 0.7625)
F (2.2182, 7.4522, 2.0059)
C (0.4935, 7.6670, 0.3650)
F (-0.1625, 8.4998, 1.1232)
C (0.0850, 7.3773, -0.9118)
F (-0.9849, 8.0470, -1.3963)
C (0.8306, 6.5555, -1.7180)
F (0.4190, 6.3839, -2.9525)

The value obtained for the LUMO energy (alpha / beta) is 2.79 / 2.84 eV. Its net charge is -2. The spin multiplicity is 2. The HOMO-LUMO gap (alpha / beta) is 3.67 / 4.95 eV.

---

(4)
A cluster of 2 separate species, C4H11N2O in total at a distorted geometry, computed with ωB97M-V with the def2-TZVPD basis set.

Element x y z (Å)
O (-1.7396, 0.3080, -0.8434)
C (-0.6722, -0.1784, -0.6005)
C (0.3306, 0.3208, 0.3609)
C (1.4514, -0.5738, 0.6365)
C (2.7122, -0.2077, -0.1631)
N (3.3553, 0.9473, 0.4851)
N (-5.2566, -0.1961, -0.0907)
H (-0.4041, -1.1588, -1.0311)
H (-0.0123, 1.2009, 0.9139)
H (1.7395, -0.5805, 1.6917)
H (1.1688, -1.5923, 0.3592)
H (3.4387, -1.0182, -0.2144)
H (2.4615, 0.0156, -1.2021)
H (2.7220, 1.5885, 0.9287)
H (4.0338, 1.3526, -0.1396)
H (-4.5256, -0.7576, -0.4900)
H (-4.7856, 0.6661, 0.1256)
H (-6.0179, -0.1362, -0.7266)

The value obtained for the LUMO energy is -9.03 eV. Its net charge is +1. The relative energy (zero: lowest compared OMol25 entry of this formula, charge and spin) comes out at 139.3 kcal per mole. The HOMO-LUMO gap is 3.21 eV.